Computed, not measured: the molecule C4H13N2S, with wB97M-V/def2-TZVPD.

Geometry as XYZ:
```
20
C4H13N2S wB97M-V/def2-TZVPD
C -1.46 1.12 -0.47
N -0.78 0.70 0.74
C 0.34 -0.24 0.62
C 1.62 0.47 0.16
S 3.09 -0.57 -0.19
C -2.52 0.07 -0.91
N -2.99 -0.75 0.27
H -0.82 1.36 -1.32
H -1.98 2.05 -0.27
H -0.52 1.50 1.30
H 0.08 -0.91 -0.20
H 0.45 -0.73 1.59
H 1.33 0.97 -0.76
H 2.01 1.11 0.95
H 2.53 -1.57 -0.90
H -2.17 -0.59 -1.70
H -3.44 0.54 -1.28
H -3.27 -1.76 0.07
H -3.84 -0.28 0.65
H -2.26 -0.71 0.99
```

The energy above the lowest of the compared OMol25 structures with the same formula, charge and spin comes out at 52.3 kcal/mol. As for the total energy: -667.7610 hartree. As for the multiplicity: 2.